No. 1
Here is an isolated molecule of C4H7ClO at a distorted geometry from the OMol25 dataset. Energies are from the ωB97M-V functional and the def2-TZVPD basis.

Element x y z (Å)
C: 0.074 2.026 1.103
C: 0.129 -0.155 -0.107
C: -0.548 -1.101 -0.860
C: 0.154 -1.951 -1.683
H: -0.660 2.987 1.263
H: 1.252 2.449 1.477
H: -0.163 1.486 2.067
H: -0.219 -0.484 0.982
H: 1.130 -0.457 -0.289
H: -0.177 -2.759 -2.086
H: 1.332 -1.819 -1.541
O: -0.183 1.243 -0.126
Cl: -2.121 -1.463 -0.199

Calculated values
E_HOMO ... -9.7 eV
HOMO-LUMO gap ... 10.09 eV
Structure (SMILES) ... C=C(Cl)COC
Multiplicity ... 1
Electronic energy ... -691.8879 a.u.
Energy relative to the best compared isomer or geometry (same formula, charge and spin) ... 99.19 kcal/mol

=====

No. 2
Here is an isolated molecule of C18H23N5O2 at a distorted geometry from the OMol25 dataset. Energies are from the ωB97M-V functional and the def2-TZVPD basis.

Element x y z (Å)
C: -7.691 -1.253 -1.271
C: -6.468 -0.452 -0.788
N: -5.260 -0.894 -0.830
C: -4.346 -0.314 -0.327
N: -4.510 0.772 0.082
C: -5.797 1.410 0.310
C: -6.933 0.702 -0.088
H: -7.848 1.294 -0.368
C: -5.912 2.883 0.780
H: -6.167 2.718 1.894
H: -6.635 3.664 0.346
H: -4.995 3.448 0.779
N: -3.180 -1.084 -0.474
C: -2.088 -0.324 0.183
N: -2.002 0.776 0.614
H: -1.304 0.943 1.502
H: -2.863 1.099 0.885
N: -1.064 -1.291 0.133
C: 0.416 -0.902 0.286
C: 0.874 0.298 0.389
C: 2.192 0.408 0.499
C: 2.905 -0.571 1.131
C: 2.437 -1.812 1.065
C: 1.044 -2.049 0.878
H: 0.666 -2.915 0.494
H: 3.123 -2.763 1.269
C: 4.484 -0.648 1.302
C: 5.312 0.110 0.044
O: 4.834 -0.235 -0.948
O: 6.468 0.445 0.535
C: 7.402 1.052 -0.563
C: 7.857 -0.230 -1.514
H: 8.739 0.185 -1.989
H: 8.221 -1.152 -0.789
H: 7.055 -0.632 -2.023
C: 6.873 2.295 -1.303
H: 7.645 2.513 -2.137
H: 6.451 2.895 -0.420
H: 6.004 1.784 -1.959
H: 8.095 1.433 0.214
H: 4.687 0.231 2.225
H: 4.776 -1.315 1.922
H: 2.585 1.353 0.551
H: 0.284 0.956 -0.052
H: -1.379 -2.099 -0.349
H: -8.350 -1.487 -0.611
H: -7.275 -2.315 -1.662
H: -8.070 -0.868 -2.149

Calculated values
E_HOMO ... -7.5 eV
HOMO-LUMO gap ... 8.09 eV
Structure (SMILES) ... Cc1cc(C)nc(/N=C(\N)Nc2ccc(CC(=O)OC(C)C)cc2)n1
Multiplicity ... 1
Electronic energy ... -1123.5091 a.u.
Energy relative to the best compared isomer or geometry (same formula, charge and spin) ... 348.46 kcal/mol

=====

No. 3
Here is an isolated molecule of C3H3F3O at a distorted geometry from the OMol25 dataset. Energies are from the ωB97M-V functional and the def2-TZVPD basis.

Element x y z (Å)
C: 0.823 -0.104 0.967
C: -0.064 -0.768 0.193
C: -1.412 -0.145 -0.050
O: -2.190 -0.604 -0.956
F: 0.033 -1.992 -0.394
F: -1.055 1.189 -0.209
F: -1.943 -0.089 1.236
H: 1.780 -0.580 1.190
H: 0.789 0.860 1.422
H: -3.102 -0.291 -0.788

Calculated values
E_HOMO ... -10.2 eV
HOMO-LUMO gap ... 10.85 eV
Structure (SMILES) ... C=C(F)C(O)(F)F
Multiplicity ... 1
Electronic energy ... -490.9120 a.u.
Energy relative to the best compared isomer or geometry (same formula, charge and spin) ... 24.27 kcal/mol

=====

> Which of these has the lowest HOMO-LUMO gap?

C18H23N5O2

=====

> multiplicity of number 1 (C4H7ClO)?

1